[1]
{"formula": "C26H50OOsP2Si", "method": "ωB97M-V/def2-TZVPD", "symbols": ["Os", "C", "C", "C", "C", "C", "C", "H", "H", "H", "C", "H", "H", "H", "C", "H", "H", "H", "C", "H", "H", "H", "C", "H", "H", "H", "C", "C", "C", "C", "C", "C", "C", "C", "H", "H", "H", "H", "H", "H", "H", "H", "H", "H", "H", "H", "P", "C", "C", "P", "C", "C", "C", "H", "H", "H", "H", "H", "H", "H", "H", "H", "H", "H", "H", "H", "H", "C", "Si", "C", "C", "O", "H", "H", "H", "H", "H", "H", "H", "H", "H"], "xyz": [[0.881, 0.951, 1.304], [2.721, 2.083, 2.034], [1.874, 2.863, 1.174], [0.699, 2.405, 3.125], [1.994, 1.792, 3.228], [0.603, 3.038, 1.843], [4.190, 1.852, 1.834], [4.440, 1.811, 0.772], [4.495, 0.915, 2.309], [4.774, 2.668, 2.285], [2.536, 1.079, 4.418], [3.454, 0.548, 4.148], [1.813, 0.356, 4.820], [2.778, 1.789, 5.223], [-0.324, 2.483, 4.202], [-0.026, 3.231, 4.952], [-0.454, 1.517, 4.714], [-1.282, 2.792, 3.773], [-0.494, 3.967, 1.421], [-0.321, 4.954, 1.867], [-1.462, 3.597, 1.771], [-0.524, 4.088, 0.337], [2.321, 3.620, -0.042], [2.626, 4.639, 0.241], [1.512, 3.702, -0.774], [3.180, 3.128, -0.511], [1.463, -1.037, 0.626], [2.337, -0.103, 0.025], [2.256, 0.340, -1.412], [0.864, 0.852, -1.819], [0.037, 1.374, -0.666], [-0.839, 0.583, 0.122], [-1.023, -0.901, -0.101], [0.298, -1.709, -0.064], [2.563, -0.478, -2.080], [0.312, 0.073, -2.369], [2.985, 1.152, -1.562], [0.578, -1.994, -1.088], [1.901, -1.625, 1.440], [3.344, -0.109, 0.443], [0.096, -2.643, 0.486], [-1.693, -1.286, 0.679], [-1.720, 1.094, 0.525], [-1.520, -1.074, -1.068], [1.016, 1.684, -2.520], [-0.288, 2.409, -0.808], [-0.735, -1.778, -4.175], [-0.373, -3.581, -3.996], [0.011, -1.637, -5.866], [-3.363, -0.481, -4.371], [-2.475, -2.055, -4.774], [-3.582, 0.105, -6.117], [-5.042, -1.254, -4.335], [-0.932, -3.976, -3.139], [0.701, -3.713, -3.820], [-0.677, -4.105, -4.911], [-0.295, -2.494, -6.482], [1.101, -1.643, -5.748], [-0.285, -0.699, -6.352], [-5.206, -1.828, -5.257], [-5.783, -0.449, -4.252], [-5.123, -1.911, -3.466], [-2.926, -2.885, -4.205], [-2.499, -2.268, -5.858], [-4.309, 0.925, -6.087], [-3.975, -0.707, -6.744], [-2.645, 0.483, -6.534], [1.173, -2.566, 3.951], [-0.392, -1.525, 3.763], [-1.798, -2.547, 3.069], [-0.827, -0.838, 5.464], [-0.127, -0.284, 2.748], [1.027, -3.344, 4.716], [2.028, -1.946, 4.254], [1.431, -3.063, 3.005], [-2.091, -3.333, 3.776], [-2.681, -1.923, 2.879], [-1.527, -3.033, 2.124], [-0.001, -0.280, 5.921], [-1.701, -0.174, 5.420], [-1.074, -1.667, 6.143]], "forces_ev_per_angstrom": [[-0.9, -1.4, -0.8], [0.3, 1.0, -0.6], [0.8, 1.3, 0.2], [1.2, 0.2, 1.5], [-1.5, 0.7, 0.7], [0.6, 0.5, 0.0], [-0.2, -0.2, -0.1], [0.1, 0.0, 0.2], [0.1, 0.2, -0.1], [-0.2, -0.2, -0.1], [0.0, -0.3, 0.1], [-0.2, 0.0, 0.2], [0.2, 0.2, -0.1], [-0.1, -0.1, -0.2], [-0.2, -0.3, 0.2], [-0.1, -0.1, -0.2], [0.1, 0.5, -0.3], [0.1, -0.1, 0.3], [0.0, -0.2, 0.0], [0.0, -0.2, -0.1], [0.1, 0.2, -0.1], [0.0, 0.1, 0.1], [0.1, 0.0, 0.0], [-0.1, -0.3, -0.1], [0.2, 0.0, 0.1], [-0.2, 0.2, 0.0], [1.0, -1.3, -0.1], [-0.3, -0.6, 0.0], [0.0, 0.4, -0.3], [0.3, 0.0, -0.5], [-0.2, 0.1, 0.0], [-0.9, 0.2, -0.5], [0.0, -0.4, 0.3], [-0.6, -0.4, 0.1], [0.1, 0.1, 0.2], [0.1, 0.2, 0.3], [-0.2, -0.3, 0.0], [0.2, 0.1, 0.1], [-0.2, 0.3, -0.2], [-0.2, 0.2, 0.0], [0.1, 0.3, -0.3], [0.2, 0.2, -0.3], [0.2, -0.1, 0.0], [0.0, 0.1, 0.1], [-0.1, -0.3, 0.1], [0.3, -0.3, 0.4], [-0.8, -1.6, -2.0], [0.5, 0.1, 1.1], [0.5, 0.9, 0.3], [-1.0, -2.7, -3.0], [0.3, 0.5, 0.8], [0.5, 1.6, 0.3], [-0.6, 0.8, 1.6], [0.2, -0.1, -0.2], [-0.3, -0.2, 0.0], [0.0, 0.3, 0.2], [0.0, 0.2, 0.3], [-0.2, 0.1, -0.2], [0.1, -0.2, 0.0], [0.4, 0.2, 0.2], [0.0, -0.4, 0.0], [-0.2, 0.1, -0.1], [0.1, 0.3, -0.2], [-0.1, 0.0, 0.5], [0.2, -0.1, -0.2], [0.2, 0.0, 0.5], [-0.2, 0.0, -0.1], [0.0, 0.1, -0.2], [-0.3, -0.6, 1.1], [-0.1, -0.1, 0.2], [-0.2, -0.2, -0.1], [0.9, 0.8, -0.9], [0.0, 0.2, -0.2], [-0.2, -0.2, 0.0], [0.0, 0.0, 0.2], [0.0, 0.1, -0.2], [0.1, -0.1, 0.1], [0.0, 0.0, 0.1], [-0.1, -0.1, -0.1], [0.1, -0.2, 0.0], [0.0, 0.2, -0.1]], "e_homo_ev": [-11.054, -13.764], "total_charge": 2, "spin_multiplicity": 5, "s2": 6.033, "gap_ha": [0.2281, 0.1322]}

[2]
{"formula": "C4H6N2", "method": "ωB97M-V/def2-TZVPD", "symbols": ["C", "C", "C", "C", "N", "N", "H", "H", "H", "H", "H", "H"], "xyz": [[-2.355, -1.139, -0.305], [-1.268, -0.620, -0.128], [0.046, -0.051, -0.142], [0.816, -0.041, -1.388], [0.300, 0.506, 0.989], [1.509, 1.099, 1.085], [-3.326, -1.551, -0.091], [1.776, -0.627, -1.247], [0.338, -0.654, -2.253], [1.155, 0.920, -1.813], [1.704, 1.139, 2.118], [2.251, 0.637, 0.547]], "forces_ev_per_angstrom": [[0.7, 0.5, 1.1], [-1.4, -1.0, -1.2], [-2.1, 0.6, 1.1], [1.8, -2.1, -2.5], [0.3, -0.6, -1.0], [1.0, 0.3, 2.0], [0.4, 0.1, -0.5], [-0.7, 0.6, 0.0], [0.4, 1.3, 1.7], [-0.5, -0.1, 0.6], [0.3, 0.1, -1.7], [-0.2, 0.3, 0.4]], "e_homo_ev": -8.517, "gap_ha": 0.3476}

[3]
{"formula": "C9H11BrN4", "method": "ωB97M-V/def2-TZVPD", "symbols": ["N", "C", "C", "N", "N", "C", "Br", "H", "H", "H", "H", "C", "C", "C", "C", "C", "N", "C", "H", "H", "H", "H", "H", "H", "H"], "xyz": [[1.636, 3.231, -0.651], [1.028, 2.468, 0.381], [-0.293, 2.472, 0.700], [-0.398, 1.796, 1.874], [0.791, 1.280, 2.259], [1.644, 1.750, 1.393], [3.456, 1.116, 1.524], [0.928, 3.810, -1.151], [2.063, 2.657, -1.386], [-0.997, 3.081, 0.195], [-1.356, 1.524, 2.327], [0.872, -1.529, -1.164], [-0.188, -1.458, -0.105], [-0.222, -2.489, 0.862], [-1.242, -2.551, 1.748], [-2.288, -1.602, 1.678], [-2.281, -0.595, 0.785], [-1.271, -0.565, -0.094], [0.514, -1.229, -2.119], [1.157, -2.594, -1.279], [1.711, -0.755, -0.953], [0.593, -3.090, 0.873], [-1.045, -3.110, 2.638], [-3.184, -1.471, 2.455], [-1.374, 0.240, -0.845]], "forces_ev_per_angstrom": [[-0.6, 0.2, -1.1], [0.7, 1.1, -1.4], [0.7, 0.0, 0.7], [-2.5, -0.6, 0.8], [-1.4, 0.0, 0.7], [1.3, -1.3, 0.2], [-0.8, 0.6, -0.2], [0.8, -0.6, 0.7], [0.0, 0.1, 0.6], [-1.1, 0.0, 0.0], [3.0, 0.5, -1.0], [1.2, 1.1, 0.8], [-1.3, -0.8, 0.1], [-1.3, 3.3, -1.7], [-1.0, 1.1, 1.3], [-1.1, 1.3, 1.2], [0.2, -1.2, 0.3], [0.3, 0.2, -0.5], [-0.6, 0.3, -0.9], [0.6, 0.9, 0.2], [-0.9, -1.8, -0.1], [2.2, -2.1, 0.4], [-0.7, -0.8, 0.3], [2.2, -0.9, -1.6], [0.4, -0.5, 0.4]], "e_homo_ev": -8.657, "gap_ha": 0.3450}

[4]
{"formula": "C17H24N4O5S2", "method": "ωB97M-V/def2-TZVPD", "symbols": ["O", "C", "N", "N", "C", "N", "H", "C", "H", "H", "C", "C", "H", "H", "C", "H", "H", "C", "H", "H", "O", "H", "S", "H", "H", "C", "C", "C", "C", "C", "C", "H", "H", "S", "O", "O", "N", "C", "H", "C", "H", "O", "C", "H", "C", "H", "H", "H", "H", "H", "H", "H"], "xyz": [[-1.721, -1.718, -0.139], [-0.882, -0.825, -0.581], [-1.354, 0.464, -1.055], [-2.819, 0.608, -0.990], [-3.238, 1.704, -0.768], [-4.633, 2.046, -0.386], [-4.878, 2.969, -0.063], [-5.695, 1.231, -0.748], [-5.699, 0.813, -1.732], [-6.559, 1.728, -0.512], [-5.718, 0.238, 0.387], [-7.137, -0.470, 0.569], [-7.558, -0.186, 1.311], [-7.598, -0.515, -0.211], [-6.673, -1.996, 1.004], [-7.476, -2.746, 0.955], [-6.528, -2.178, 2.268], [-5.337, -2.289, 0.541], [-5.231, -2.914, -0.361], [-4.557, -2.443, 1.311], [-4.985, -1.041, -0.299], [-5.294, 0.454, 1.462], [-2.164, 3.234, -0.417], [-3.511, -0.141, -0.607], [-0.980, 1.416, -1.255], [0.534, -0.902, -0.610], [1.257, -0.361, -1.469], [2.658, -0.165, -1.469], [3.110, -1.249, -0.431], [2.450, -2.011, 0.385], [1.051, -1.720, 0.227], [0.370, -2.441, 0.796], [2.935, -2.620, 1.006], [4.952, -1.481, -0.541], [5.420, -1.637, -1.847], [5.406, -2.075, 0.546], [5.404, 0.236, -0.271], [5.109, 0.542, 1.561], [4.059, 0.290, 1.525], [5.209, 2.150, 1.613], [5.299, 2.196, 2.735], [6.484, 2.488, 1.386], [6.784, 2.069, -0.175], [7.857, 2.294, -0.372], [6.623, 0.675, -0.540], [7.016, 0.311, -1.535], [7.550, -0.052, 0.168], [6.320, 2.521, -0.814], [4.608, 2.672, 0.825], [5.648, 0.009, 1.996], [3.292, 0.275, -2.149], [0.820, 0.543, -2.229]], "forces_ev_per_angstrom": [[3.7, 3.9, -2.0], [-6.8, 0.3, 0.6], [-2.6, -3.1, 0.6], [2.7, -7.9, -0.5], [-3.7, 13.9, 4.5], [4.8, 0.2, -2.3], [1.2, 0.1, -0.5], [0.7, -1.5, 2.9], [0.0, -0.5, -0.5], [-2.4, 1.8, -0.4], [-1.6, -6.0, -0.3], [13.2, -5.1, 1.4], [-5.8, 4.1, 8.9], [-5.4, -0.3, -9.0], [-2.2, 0.4, 5.1], [0.3, 0.2, -1.1], [-0.7, 1.5, -3.0], [2.7, 1.7, -3.9], [-0.2, -0.9, 1.1], [-0.5, 0.0, -0.6], [-0.4, 1.8, 3.0], [-0.4, 0.1, -2.5], [-1.3, -2.6, -1.1], [1.5, -0.6, -1.0], [0.2, -0.6, 0.6], [-5.2, -2.5, 2.8], [6.5, 11.6, -10.1], [-3.3, -7.1, 5.3], [5.6, 4.6, -5.7], [-5.0, 2.5, -1.8], [1.7, -7.4, 6.6], [0.7, 1.5, -0.5], [1.3, -2.7, 2.5], [-3.5, 10.6, -5.1], [0.4, -1.7, -2.7], [3.4, -6.8, 8.6], [-6.2, -2.1, 4.3], [-9.8, 10.0, -12.2], [-0.2, -0.4, 0.6], [0.3, -3.8, 1.7], [-2.1, 1.3, -0.6], [3.9, -0.3, -5.7], [7.5, -2.9, 8.1], [-0.7, 0.2, 0.8], [6.4, -4.4, 1.4], [-0.6, 1.2, 0.5], [-2.0, 1.9, -1.4], [-6.1, 6.3, -6.1], [-0.9, -0.5, 1.6], [8.9, -8.0, 7.0], [1.1, 1.0, -1.2], [0.5, -3.0, 1.8]], "e_homo_ev": -7.903, "gap_ha": 0.2762}

[5]
{"formula": "C23H17F3N5STc", "method": "ωB97M-V/def2-TZVPD", "symbols": ["Tc", "C", "C", "C", "C", "C", "C", "N", "C", "C", "C", "C", "C", "C", "N", "N", "C", "C", "C", "C", "C", "N", "H", "H", "H", "H", "H", "H", "H", "H", "H", "H", "H", "H", "H", "F", "C", "F", "F", "C", "C", "C", "C", "N", "C", "S", "H", "H", "H", "H"], "xyz": [[0.000, 0.000, 0.000], [0.604, 5.490, -0.491], [0.959, 4.693, 0.591], [0.398, 3.420, 0.732], [-0.534, 2.906, -0.186], [-0.841, 3.717, -1.289], [-0.296, 5.000, -1.433], [-0.960, 1.635, 0.000], [-2.234, 1.234, -0.231], [-3.364, 2.067, -0.340], [-4.646, 1.550, -0.558], [-4.843, 0.176, -0.646], [-3.754, -0.678, -0.494], [-2.464, -0.162, -0.284], [-1.398, -1.040, 0.000], [-0.886, -1.490, -1.047], [0.331, -2.103, -0.720], [0.586, -3.402, -1.148], [1.798, -3.999, -0.806], [2.721, -3.277, -0.059], [2.393, -1.984, 0.314], [1.228, -1.387, 0.000], [1.037, 6.476, -0.607], [1.678, 5.042, 1.324], [0.698, 2.796, 1.572], [-1.506, 3.335, -2.060], [-0.570, 5.600, -2.293], [-3.250, 3.143, -0.231], [-5.486, 2.232, -0.640], [-5.836, -0.227, -0.804], [-3.893, -1.752, -0.516], [-0.160, -3.932, -1.726], [2.014, -5.015, -1.119], [3.673, -3.707, 0.227], [3.075, -1.369, 0.893], [4.529, 0.000, 2.237], [3.838, 0.000, 3.435], [4.201, -1.125, 4.152], [4.201, 1.125, 4.152], [2.342, 0.000, 3.234], [1.434, 0.000, 4.427], [0.091, 0.000, 4.265], [-0.476, 0.000, 2.890], [0.337, 0.000, 1.903], [1.736, 0.000, 2.028], [2.333, 0.000, 0.337], [1.855, 0.000, 5.428], [-0.568, 0.000, 5.128], [-1.546, 0.000, 2.719], [0.516, 1.587, 0.000]], "forces_ev_per_angstrom": [[10.2, 13.5, -2.5], [0.0, -0.1, 0.1], [-0.2, -0.4, -0.2], [0.1, 0.4, 0.2], [0.9, 3.7, -0.1], [-0.3, 0.3, -0.3], [-0.2, -0.8, 0.3], [-3.6, -0.7, -0.8], [-4.3, -0.5, 0.0], [-0.3, 0.0, -0.1], [0.6, 0.1, 0.1], [0.3, 0.0, 0.0], [0.3, 0.6, 0.0], [-3.3, 0.3, 0.2], [-11.5, -2.1, 6.8], [4.7, -1.6, -5.8], [-0.6, -4.5, -2.2], [0.5, 0.3, 0.2], [0.1, 0.2, -0.2], [-0.1, -0.2, -0.6], [0.8, -5.2, 0.9], [0.4, -11.5, -0.3], [-0.1, -0.1, 0.0], [-0.1, 0.0, -0.1], [-0.2, 0.2, 0.0], [0.0, 0.1, 0.1], [0.0, -0.1, 0.0], [0.1, -0.2, -0.1], [0.1, -0.1, 0.0], [0.1, 0.0, 0.0], [0.1, 0.1, 0.0], [-0.1, 0.2, 0.1], [0.0, 0.1, 0.1], [-0.1, 0.2, 0.1], [0.8, -3.1, 1.0], [-0.8, -0.1, 1.7], [0.7, 0.2, 0.6], [-0.2, 1.7, -1.0], [-0.2, -1.8, -1.1], [-1.0, -0.1, 2.1], [1.6, 0.0, -1.7], [-1.2, 0.1, -1.9], [0.6, 0.0, 3.9], [2.3, -0.7, 1.3], [-0.7, 0.2, -0.5], [1.2, 13.4, 0.7], [0.1, 0.0, -0.2], [0.0, 0.0, -0.2], [0.0, 0.0, -0.2], [2.1, -2.0, -0.4]], "e_homo_ev": [-10.236, -10.396], "total_charge": 1, "spin_multiplicity": 2, "s2": 1.063, "gap_ha": [0.2141, 0.2055]}

[6]
{"formula": "CFN2OS", "method": "ωB97M-V/def2-TZVPD", "symbols": ["C", "N", "N", "O", "F", "S"], "xyz": [[-0.374, -1.615, -0.655], [-0.839, -2.689, -0.726], [-0.064, -0.345, -0.848], [0.827, 0.269, -0.186], [0.093, 2.754, 0.601], [0.357, 1.626, 1.813]], "forces_ev_per_angstrom": [[-0.4, -2.3, 0.3], [0.6, 1.1, 0.2], [0.4, 2.7, 0.0], [-0.5, -1.4, 0.0], [0.0, 0.1, 0.4], [-0.1, -0.2, -0.9]], "e_homo_ev": [-3.519, -3.520], "total_charge": -1, "gap_ha": [0.2232, 0.2233]}

[7]
{"formula": "C4H13NO2", "method": "ωB97M-V/def2-TZVPD", "symbols": ["C", "C", "C", "C", "N", "H", "H", "H", "H", "H", "H", "H", "H", "H", "O", "H", "H", "O", "H", "H"], "xyz": [[-1.894, -0.182, -0.892], [-0.412, -0.409, -0.730], [0.451, -0.011, 0.200], [1.927, 0.097, -0.072], [0.057, 0.493, 1.452], [-2.240, 0.712, -0.373], [-2.051, -0.081, -1.963], [-2.450, -1.001, -0.487], [0.057, -0.958, -1.539], [2.524, 0.238, 0.834], [2.122, 0.986, -0.659], [2.304, -0.824, -0.513], [-0.805, 0.144, 1.837], [0.787, 0.593, 2.136], [0.290, -3.263, 0.033], [0.387, -2.980, -0.870], [-0.426, -2.795, 0.465], [-0.215, 3.169, -0.020], [-0.052, 2.324, 0.428], [-0.361, 3.750, 0.734]], "forces_ev_per_angstrom": [[1.0, 0.2, 0.5], [0.2, -0.1, -0.5], [-0.1, 0.1, 0.6], [0.2, -0.4, 0.7], [-0.1, 0.6, -0.3], [0.1, 0.2, -0.1], [-0.5, 0.0, 0.1], [-0.7, -0.7, 0.0], [0.0, 0.4, -0.4], [-0.2, -0.1, 0.2], [0.1, -0.1, -0.5], [0.0, 0.2, -0.4], [0.0, 0.0, 0.0], [0.0, -0.1, 0.0], [0.5, -1.1, 0.8], [-0.4, 0.4, -0.2], [0.0, 0.3, -0.5], [0.1, 0.0, 0.4], [-0.1, -0.1, -0.1], [0.0, 0.2, -0.2]], "e_homo_ev": -8.176, "gap_ha": 0.3252}